Entry from the OMol25 dataset: one molecule with the formula C18H19N3O3 at a distorted geometry (wB97M-V/def2-TZVPD).

## Properties
Energy: -29586.9997 eV
Highest occupied orbital energy: -8.32 eV
2S+1: 1
ΔE to the lowest compared entry with this formula, charge and spin: 158.73 kJ/mol
Orbital gap: 8.34 eV
SMILES: COc1ccc(C[C@]2(C)OC(c3ccncc3)=NN2C(C)=O)cc1

```
43
Properties=species:S:1:pos:R:3:forces:R:3
C -2.51489 -3.94345 -0.94338 0.011 -0.145 -0.160
H -2.15994 -3.49218 -1.87576 0.005 -0.021 0.037
O -2.55397 -3.00443 0.10289 0.066 0.217 0.253
C -1.39274 -2.40139 0.48087 0.043 0.106 0.070
C -1.50083 -1.47099 1.51553 -0.125 -0.126 -0.099
C -0.38941 -0.78894 1.95843 -0.023 -0.187 -0.061
C 0.85975 -1.00945 1.38448 0.214 -0.089 0.091
C 0.96472 -1.95146 0.37281 -0.020 0.126 0.235
C -0.14444 -2.64715 -0.07884 -0.267 -0.219 -0.189
H -0.02082 -3.37026 -0.86962 -0.035 -0.080 -0.071
H 1.92832 -2.14660 -0.07587 0.120 -0.030 -0.046
C 2.02821 -0.14220 1.75580 -0.318 0.238 -0.264
H 2.97587 -0.63737 1.54758 0.027 0.062 0.052
H 1.98597 0.14161 2.80761 0.066 0.018 0.039
C 1.97441 1.15104 0.90607 1.187 -0.370 0.311
N 1.96770 0.81131 -0.52991 0.099 0.477 0.864
C 2.97106 0.20198 -1.21534 -0.328 0.030 -0.478
O 4.03377 -0.05611 -0.68746 0.259 -0.123 0.161
C 2.62554 -0.09579 -2.64905 0.210 -0.107 -0.017
H 2.41341 0.83254 -3.17360 -0.072 0.029 -0.084
H 1.73189 -0.71372 -2.68676 -0.085 -0.021 -0.073
H 3.46003 -0.60644 -3.11998 0.042 0.003 0.055
N 0.73259 1.05482 -1.04884 -1.019 0.176 -0.368
C 0.03395 1.57580 -0.11178 0.997 -0.459 -0.430
C -1.36677 1.92099 -0.21262 -0.708 0.208 0.077
C -2.07234 1.68115 -1.39243 0.108 0.094 0.285
C -3.42026 1.99259 -1.41881 0.236 -0.126 -0.237
N -4.07318 2.50358 -0.38756 -0.499 0.125 0.045
C -3.40128 2.72991 0.72800 0.097 0.053 0.195
C -2.05100 2.46030 0.87593 0.215 -0.135 -0.281
H -1.53384 2.65509 1.80145 0.010 0.026 0.112
H -3.97836 3.14680 1.54298 0.045 0.034 0.121
H -4.01410 1.82456 -2.30759 0.049 -0.053 -0.117
H -1.56502 1.26113 -2.24491 0.007 -0.060 -0.123
O 0.69709 1.76726 1.05874 -0.237 0.253 -0.051
C 3.08963 2.12698 1.25284 -0.333 -0.097 -0.044
H 4.04739 1.65517 1.05536 0.037 -0.024 0.019
H 3.02227 2.40035 2.30191 0.000 0.033 0.125
H 2.99872 3.02509 0.64519 -0.009 0.043 -0.034
H -0.49016 -0.06465 2.75352 -0.021 0.075 0.076
H -2.47294 -1.29608 1.94869 -0.131 0.018 0.057
H -3.54213 -4.27950 -1.07546 0.090 -0.011 -0.032
H -1.88384 -4.80191 -0.69113 -0.011 0.039 -0.020
```
Forces are in eV/Å.